*w*
# C4H10N2O

C4H10N2O in the gas phase (ωB97M-V/def2-TZVPD, the Open Molecules 2025 dataset).

## Properties
HOMO energy = -9.136 eV
SMILES string = CCNC(=O)CN
multiplicity = 1
total charge = 0

Atoms and positions in Å:
N1 -2.640 1.251 0.494
C1 -1.494 0.395 0.557
C2 -0.144 1.162 0.352
N2 0.772 0.574 -0.504
C3 0.935 -0.794 -0.869
C4 1.831 -1.622 0.109
O1 -0.040 2.310 0.697
H1 -2.432 2.164 0.886
H2 -2.953 1.366 -0.454
H3 -1.385 -0.146 1.496
H4 -1.635 -0.422 -0.156
H5 1.566 1.205 -0.525
H6 1.459 -0.836 -1.835
H7 -0.003 -1.306 -1.055
H8 2.873 -1.370 -0.098
H9 1.702 -2.658 -0.206
H10 1.588 -1.273 1.111

And the Mulliken charges, in e, turn out to be: N -0.603; C -0.523; C 0.580; N -0.193; C -0.483; C -0.970; O -0.624; H 0.282; H 0.240; H 0.255; H 0.266; H 0.230; H 0.325; H 0.301; H 0.284; H 0.314; H 0.320

*x*
# C4H10N2O

A molecular structure, C4H10N2O (ωB97M-V/def2-TZVPD, the Open Molecules 2025 dataset).

## Properties
HOMO energy = -9.347 eV
multiplicity = 1
total charge = 0

Atoms and positions in Å:
C1 -2.670 0.331 -0.248
C2 -1.452 -0.569 -0.354
N1 -0.220 0.204 -0.274
C3 0.969 -0.605 -0.417
C4 2.219 0.123 -0.095
N2 2.962 1.046 -0.331
H1 -3.596 -0.259 -0.285
H2 -2.655 0.895 0.695
H3 -2.696 1.048 -1.084
H4 -1.454 -1.296 0.475
H5 -1.507 -1.160 -1.290
H6 -0.220 0.931 -0.985
H7 0.907 -1.469 0.266
H8 1.101 -1.014 -1.440
O1 2.900 0.268 1.911
H9 3.393 1.164 1.169
H10 2.018 0.361 2.288

And the Mulliken charges, in e, turn out to be: C -1.184; C -0.312; N -0.329; C -0.454; C 0.351; N -0.620; H 0.351; H 0.314; H 0.321; H 0.328; H 0.291; H 0.245; H 0.359; H 0.346; O -0.808; H 0.486; H 0.314

Going by the energies, *w* is most stable and the next is 312.6 kJ/mol up.

*w*
# C4H12N2O

2 unconnected molecules or ions with the total composition C4H12N2O (ωB97M-V/def2-TZVPD, the Open Molecules 2025 dataset).

## Properties
HOMO energy = -7.234 eV
multiplicity = 1
total charge = 0

Atoms and positions in Å:
C1 -1.610 0.017 -0.867
N1 -1.833 -0.588 0.474
C2 -0.821 -0.985 1.131
N2 -0.787 -1.268 2.460
H1 -2.406 0.721 -1.024
H2 -1.722 -0.655 -1.734
H3 -0.624 0.509 -0.687
H4 -2.777 -0.744 0.782
H5 0.162 -0.825 0.579
H6 -1.444 -0.697 3.016
H7 0.185 -1.108 2.786
C3 1.622 0.359 -1.296
O1 0.931 0.406 -0.115
C4 2.282 1.725 -1.512
H8 1.004 -0.001 -2.202
H9 2.426 -0.432 -1.241
H10 2.946 1.755 -2.403
H11 2.827 1.983 -0.605
H12 1.475 2.544 -1.619

And the Mulliken charges, in e, turn out to be: C -0.660; N -0.131; C 0.210; N -0.563; H 0.324; H 0.263; H 0.281; H 0.239; H 0.347; H 0.254; H 0.321; C -0.191; O -0.908; C -1.026; H 0.179; H 0.261; H 0.353; H 0.242; H 0.207

*x*
# C4H12N2O

2 unconnected molecules or ions with the total composition C4H12N2O (ωB97M-V/def2-TZVPD, the Open Molecules 2025 dataset).

## Properties
HOMO energy = -8.073 eV
multiplicity = 1
total charge = 0

Atoms and positions in Å:
C1 -1.298 -1.006 1.015
C2 -0.230 -0.087 1.514
C3 0.188 1.054 0.515
N1 0.467 0.780 -0.843
C4 1.493 -0.207 -1.192
N2 2.217 -0.500 -0.047
H1 -0.850 -1.804 0.390
H2 -2.074 -0.466 0.442
H3 -1.921 -1.480 1.794
H4 -0.465 0.305 2.525
H5 0.737 -0.495 1.798
H6 1.176 1.436 0.848
H7 -0.534 1.846 0.405
H8 -0.447 0.788 -1.416
H9 0.909 -1.025 -1.691
H10 2.005 0.292 -2.032
H11 -2.494 0.824 -2.245
H12 3.108 -0.936 -0.340
O1 -1.989 0.680 -1.439

And the Mulliken charges, in e, turn out to be: C -0.933; C -0.376; C -0.716; N -0.013; C -0.458; N -0.482; H 0.212; H 0.220; H 0.363; H 0.357; H 0.321; H 0.413; H 0.403; H 0.360; H 0.408; H 0.439; H 0.147; H 0.219; O -0.884

Going by the energies, *w* is most stable and the next is 381.3 kJ/mol up.

*w*
# C4H12N2O

2 unconnected molecules or ions with the total composition C4H12N2O (ωB97M-V/def2-TZVPD, the Open Molecules 2025 dataset).

## Properties
HOMO energy = -8.009 eV
SMILES string = CC/C(N)=C/N.O
multiplicity = 1
total charge = 0

Atoms and positions in Å:
C1 -1.914 0.946 -0.129
C2 -1.085 -0.113 -0.832
C3 -0.026 -0.803 -0.076
C4 1.232 -0.515 -0.245
N1 2.375 -1.307 0.208
N2 -0.396 -2.014 0.759
H1 -1.264 1.876 0.124
H2 -2.405 0.576 0.848
H3 -2.649 1.286 -0.800
H4 -0.861 0.220 -1.839
H5 -1.657 -1.060 -1.163
H6 1.544 0.279 -0.930
H7 2.071 -2.279 0.377
H8 3.284 -1.255 -0.342
H9 0.344 -2.312 1.379
H10 -1.120 -1.672 1.466
H11 0.228 2.229 0.082
H12 1.505 2.847 0.808
O1 0.793 3.072 0.305

And the Mulliken charges, in e, turn out to be: C -0.718; C -0.942; C 0.490; C -0.108; N -0.603; N -0.710; H 0.108; H 0.225; H 0.325; H 0.338; H 0.336; H 0.314; H 0.183; H 0.253; H 0.263; H 0.232; H 0.378; H 0.302; O -0.666

*x*
# C4H12N2O

C4H12N2O in the gas phase (ωB97M-V/def2-TZVPD, the Open Molecules 2025 dataset).

## Properties
HOMO energy = -8.986 eV
SMILES string = C[C@H](CN)NCO
multiplicity = 1
total charge = 0

Atoms and positions in Å:
C1 -0.318 -0.991 -1.354
N1 0.376 -0.763 -2.623
C2 0.327 -0.235 -0.188
C3 0.436 1.248 -0.485
N2 -0.431 -0.590 1.011
C4 -0.047 0.018 2.235
O1 -0.693 1.299 2.385
H1 -0.353 -2.044 -1.075
H2 -1.356 -0.660 -1.429
H3 -0.290 -0.639 -3.374
H4 0.938 -1.568 -2.870
H5 1.326 -0.658 -0.043
H6 -0.554 1.640 -0.745
H7 0.748 1.793 0.412
H8 1.142 1.414 -1.291
H9 -1.429 -0.479 0.867
H10 1.034 0.167 2.243
H11 -0.348 -0.617 3.066
H12 -0.509 1.665 3.260

And the Mulliken charges, in e, turn out to be: C -0.821; N -0.536; C 0.216; C -1.273; N -0.301; C -0.491; O -0.532; H 0.346; H 0.445; H 0.205; H 0.229; H 0.156; H 0.270; H 0.403; H 0.402; H 0.260; H 0.372; H 0.365; H 0.285

Going by the energies, *x* is most stable and the next is 131.0 kJ/mol up.

*w*
# C4H12N2O

2 unconnected molecules or ions with the total composition C4H12N2O (ωB97M-V/def2-TZVPD, the Open Molecules 2025 dataset).

## Properties
HOMO energy (alpha / beta) = -6.335 / -6.335 eV
multiplicity = 1
total charge = 0

Atoms and positions in Å:
C1 2.299 1.261 -0.069
C2 0.175 -2.326 0.040
C3 0.759 1.174 -0.086
C4 -3.186 0.547 -0.369
N1 0.207 -0.087 0.351
N2 0.540 -1.122 -0.494
O1 -2.352 0.857 0.486
H1 2.649 1.578 1.017
H2 2.650 0.192 -0.286
H3 2.633 1.929 -0.958
H4 0.894 -2.777 0.765
H5 -0.789 -2.241 0.604
H6 0.095 -2.964 -0.802
H7 0.409 1.857 0.692
H8 0.422 1.360 -1.161
H9 -3.188 1.037 -1.257
H10 -3.920 -0.230 -0.148
H11 0.614 -0.264 1.349
H12 -0.910 0.221 0.327

And the Mulliken charges, in e, turn out to be: C -0.927; C -0.821; C -0.431; C -0.105; N 0.229; N -0.911; O -0.518; H 0.253; H 0.277; H 0.283; H 0.236; H 0.268; H 0.285; H 0.331; H 0.284; H 0.289; H 0.247; H 0.373; H 0.359

*x*
# C4H12N2O

C4H12N2O in the gas phase (ωB97M-V/def2-TZVPD, the Open Molecules 2025 dataset).

## Properties
HOMO energy = -8.805 eV
SMILES string = NCCNCCO
multiplicity = 1
total charge = 0

Atoms and positions in Å:
N1 2.040 1.117 -1.123
C1 1.764 -0.310 -1.207
C2 1.285 -0.902 0.136
N2 0.216 -0.146 0.729
C3 -1.088 -0.302 0.096
C4 -2.108 0.484 0.887
O1 -3.331 0.503 0.127
H1 3.034 1.253 -0.977
H2 1.582 1.446 -0.276
H3 2.607 -0.931 -1.497
H4 0.968 -0.505 -1.930
H5 1.013 -1.968 -0.016
H6 2.120 -0.997 0.830
H7 0.188 -0.195 1.737
H8 -0.982 0.168 -0.882
H9 -1.353 -1.348 -0.037
H10 -2.320 0.009 1.848
H11 -1.721 1.487 0.999
H12 -3.914 1.135 0.557

And the Mulliken charges, in e, turn out to be: N -0.582; C -0.620; C -0.656; N -0.287; C -0.424; C -0.542; O -0.508; H 0.252; H 0.273; H 0.349; H 0.275; H 0.333; H 0.449; H 0.208; H 0.260; H 0.280; H 0.292; H 0.344; H 0.304

*y*
# C4H12N2O

2 unconnected molecules or ions with the total composition C4H12N2O (ωB97M-V/def2-TZVPD, the Open Molecules 2025 dataset).

## Properties
HOMO energy = -8.854 eV
SMILES string = CC1NN1.CCO
multiplicity = 1
total charge = 0

Atoms and positions in Å:
C1 -0.952 -1.739 -1.151
C2 1.212 1.298 1.241
C3 1.218 2.010 -0.105
C4 0.010 -2.062 -0.055
N1 -2.222 -1.299 -0.874
N2 -1.439 -0.089 -1.116
O1 -0.103 1.009 1.703
H1 -0.586 1.838 1.783
H2 -2.927 -1.451 -1.589
H3 -1.353 0.359 -0.196
H4 -0.758 -2.219 -2.114
H5 1.707 0.328 1.162
H6 1.754 1.890 1.991
H7 1.023 -1.770 -0.341
H8 0.680 1.422 -0.848
H9 0.739 2.989 -0.025
H10 2.242 2.164 -0.444
H11 0.017 -3.142 0.121
H12 -0.262 -1.536 0.858

And the Mulliken charges, in e, turn out to be: C 0.278; C -0.286; C -0.998; C -0.997; N -0.437; N -0.516; O -0.520; H 0.301; H 0.261; H 0.271; H 0.331; H 0.219; H 0.332; H 0.228; H 0.305; H 0.310; H 0.341; H 0.360; H 0.218

*z*
# C4H12N2O

3 unconnected molecules or ions with the total composition C4H12N2O (ωB97M-V/def2-TZVPD, the Open Molecules 2025 dataset).

## Properties
HOMO energy (alpha / beta) = -6.093 / -8.450 eV
multiplicity = 1
total charge = 0

Atoms and positions in Å:
C1 1.549 0.564 0.214
C2 -0.893 0.016 0.056
C3 1.731 1.296 -1.073
C4 -1.456 0.224 1.427
N1 -0.055 -0.916 -0.320
N2 -2.376 -1.474 -0.713
O1 2.473 -0.382 0.543
H1 2.682 -0.905 -0.243
H2 0.055 -1.606 0.426
H3 1.299 1.144 1.097
H4 -1.062 0.823 -0.655
H5 -2.402 -2.352 -0.188
H6 -2.063 -1.734 -1.649
H7 1.648 0.610 -1.920
H8 0.977 2.074 -1.185
H9 2.720 1.771 -1.112
H10 -1.198 -0.599 2.094
H11 -1.087 1.162 1.852
H12 -2.542 0.283 1.349

And the Mulliken charges, in e, turn out to be: C -0.051; C 0.244; C -1.092; C -1.191; N -0.502; N -0.676; O -0.531; H 0.350; H 0.263; H 0.389; H 0.338; H 0.196; H 0.228; H 0.324; H 0.320; H 0.356; H 0.267; H 0.358; H 0.411

Going by the energies, *x* is most stable and the next is 220.1 kJ/mol up.